{"formula": "C16H17N5O10P2V", "method": "the ωB97M-V functional and the def2-TZVPD basis", "symbols": ["H", "O", "H", "H", "N", "O", "O", "C", "C", "O", "C", "P", "O", "C", "C", "C", "H", "C", "C", "H", "C", "P", "N", "H", "C", "C", "H", "O", "N", "O", "H", "H", "O", "N", "H", "C", "O", "H", "N", "H", "C", "C", "C", "C", "H", "O", "H", "V", "H", "H", "H"], "positions_angstrom": [[-4.554, -3.580, 8.507], [1.380, -0.141, 0.954], [-1.838, 1.318, 1.745], [-1.689, -6.049, 10.544], [0.264, 0.908, -0.926], [0.053, -1.834, -0.655], [-0.777, -1.553, -3.060], [-0.268, 2.223, -0.986], [-3.572, -4.027, 8.574], [-2.197, -2.701, -1.219], [-1.949, -1.161, 2.744], [-3.130, -1.613, -0.482], [-2.103, -0.467, -0.132], [-1.540, -3.147, 5.854], [1.673, 0.751, -1.237], [-1.927, -5.416, 9.700], [-0.089, -4.169, -2.947], [-2.615, -3.791, 7.579], [0.251, -1.863, 2.815], [-2.734, -0.662, 2.196], [2.335, 0.314, 0.080], [-0.775, -2.425, -1.898], [-0.724, -1.189, 2.175], [0.012, -5.645, 8.801], [-1.224, -2.488, 4.595], [-0.971, -5.198, 8.735], [-3.924, -5.043, 10.409], [0.143, 3.059, -1.730], [-1.032, 1.481, 1.149], [-3.856, -2.177, 0.645], [1.226, -1.864, 2.351], [-4.907, -1.249, -1.634], [-3.985, -0.962, -1.628], [-2.704, -3.030, 6.437], [-1.425, 3.442, 0.345], [-2.229, -1.779, 3.934], [-0.179, -3.864, -2.034], [-0.293, 1.867, 1.732], [-0.669, -3.940, 6.555], [-3.222, -1.741, 4.356], [-3.211, -4.838, 9.622], [-1.342, -4.372, 7.674], [-1.363, 2.400, 0.040], [0.037, -2.521, 4.002], [2.099, 1.675, -1.623], [3.494, 0.314, 0.309], [-2.312, 2.092, -0.400], [-0.308, -0.356, 0.281], [0.870, -3.044, 4.451], [1.834, -0.049, -1.964], [0.269, -4.191, 6.298]], "forces_ev_per_angstrom": [[0.0, 0.0, 0.0], [-0.4, -0.2, 0.0], [0.0, 0.0, 0.0], [0.0, 0.0, 0.0], [0.0, 0.0, -0.1], [-0.1, 0.5, 0.3], [0.0, 0.0, 0.0], [0.0, 0.1, 0.1], [0.0, 0.0, 0.0], [0.0, 0.1, 0.0], [0.0, 0.0, -0.1], [-0.2, -0.2, -0.1], [0.1, 0.0, 0.1], [0.0, 0.0, 0.1], [0.0, 0.0, 0.0], [0.0, 0.0, 0.0], [0.0, 0.0, 0.0], [0.0, 0.0, 0.1], [0.0, 0.0, 0.0], [0.0, 0.0, 0.0], [0.3, 0.1, -0.3], [0.0, -0.1, -0.1], [0.0, 0.0, 0.2], [0.0, 0.0, 0.0], [0.0, 0.0, 0.0], [0.0, 0.0, 0.0], [0.0, 0.0, 0.0], [0.0, 0.0, 0.0], [0.0, 0.1, 0.0], [0.0, 0.0, 0.0], [0.0, 0.0, 0.0], [0.0, 0.0, 0.0], [0.1, 0.0, 0.0], [0.0, 0.0, -0.1], [0.0, 0.0, 0.0], [0.0, 0.0, 0.0], [0.0, 0.0, 0.1], [0.0, 0.0, 0.0], [0.0, 0.0, 0.0], [0.0, 0.0, 0.0], [0.0, 0.0, 0.0], [0.0, 0.0, 0.0], [0.0, 0.0, 0.0], [0.0, 0.0, 0.0], [0.0, 0.0, 0.0], [-0.1, 0.0, 0.1], [0.0, 0.0, 0.0], [0.3, -0.3, -0.1], [0.0, 0.0, 0.0], [0.0, 0.0, 0.0], [0.0, 0.0, 0.0]], "homo_lumo_gap_ev": 4.9, "molar_mass_g_mol": 552.23, "total_charge": 1, "e_homo_ev": -11.02, "de_lowest_ev": 0.000, "multiplicity": 1}

=====

{"formula": "C16H28IN6PbSbSe4", "method": "the ωB97M-V functional and the def2-TZVPD basis", "symbols": ["H", "H", "Se", "H", "C", "H", "N", "H", "H", "C", "C", "H", "H", "C", "Se", "C", "H", "I", "Se", "C", "H", "H", "C", "Se", "Sb", "H", "H", "C", "H", "C", "H", "C", "N", "H", "N", "Pb", "C", "C", "H", "H", "H", "H", "H", "H", "C", "C", "H", "N", "H", "H", "N", "H", "N", "C", "C", "H", "H"], "positions_angstrom": [[3.452, 3.238, -0.062], [2.536, 1.493, 1.591], [-1.688, -1.060, 0.943], [0.891, -2.254, -4.736], [2.497, -1.564, 1.236], [0.039, -2.834, -1.977], [2.577, 1.541, -1.019], [3.076, -1.967, -3.827], [-0.810, 3.191, -0.982], [2.487, 2.731, -0.174], [1.769, -2.674, -0.734], [0.376, 1.238, 1.826], [2.838, -0.222, -3.576], [-1.375, 3.079, -0.051], [-0.612, -2.758, 2.095], [-4.010, -1.937, -2.802], [-2.620, 1.685, 0.731], [-5.578, -3.212, -3.314], [-2.390, 0.228, 2.775], [0.539, -1.453, -4.067], [2.017, 3.147, 1.906], [2.845, 1.783, -1.968], [2.321, -3.855, -0.258], [1.264, 0.321, 4.201], [-0.619, -1.170, 4.340], [-2.246, 0.686, -2.730], [3.278, -1.271, -2.211], [1.116, -2.683, -2.096], [1.785, 3.425, -0.642], [2.939, -3.900, 0.979], [-1.010, 2.852, 2.041], [-2.928, -2.201, -1.955], [1.292, -1.420, -2.824], [3.574, -2.735, 2.666], [-2.214, 1.896, -0.178], [0.424, 0.171, -0.831], [1.797, -1.500, 0.032], [3.064, -2.735, 1.713], [3.269, 0.900, -0.640], [-4.403, -0.052, -3.918], [-2.992, 2.063, -0.809], [0.117, 3.921, 1.204], [-2.719, -3.094, -1.401], [3.327, -4.835, 1.357], [1.944, 2.319, 1.192], [2.700, -1.207, -3.128], [2.580, -0.682, 1.853], [-2.680, -0.222, -2.681], [1.512, -3.520, -2.693], [0.641, -0.503, -4.588], [0.562, 1.871, 1.050], [2.240, -4.755, -0.852], [-2.138, -1.150, -1.898], [-0.413, 2.968, 1.132], [-3.820, -0.649, -3.251], [-1.959, 3.999, 0.106], [-0.514, -1.622, -3.859]], "forces_ev_per_angstrom": [[-0.1, 0.0, 0.0], [0.0, 0.0, 0.0], [-0.3, 0.0, 0.3], [0.0, 0.0, 0.0], [-0.1, 0.4, -0.1], [0.0, 0.0, -0.1], [0.5, 0.1, -0.1], [0.0, 0.0, 0.0], [0.1, 0.1, 0.0], [0.0, 0.1, 0.4], [0.0, 0.2, -0.1], [0.0, -0.1, 0.3], [0.0, 0.0, -0.1], [0.1, 0.2, 0.0], [0.0, -0.2, 0.8], [-0.6, -0.2, -0.4], [0.0, 0.0, -0.1], [0.3, 0.3, 0.1], [0.1, -0.3, 0.6], [-0.2, 0.0, 0.0], [0.1, 0.0, 0.0], [0.0, -0.1, 0.1], [-0.1, 0.0, 0.0], [-0.2, -0.2, 0.0], [0.0, 0.2, -0.7], [0.1, -0.1, 0.0], [0.1, 0.0, 0.1], [-0.1, -0.1, 0.0], [0.1, 0.1, 0.0], [0.1, -0.1, 0.0], [0.1, 0.0, 0.0], [-0.2, 0.2, -0.4], [0.3, -0.4, -0.2], [0.0, 0.0, 0.1], [-0.3, 0.0, 0.1], [-0.3, 0.1, -0.6], [0.1, -0.1, -0.2], [0.1, 0.0, 0.0], [0.1, 0.0, -0.1], [-0.1, 0.2, -0.1], [0.1, 0.1, 0.1], [0.0, 0.0, 0.1], [0.1, -0.2, 0.2], [0.1, -0.1, 0.0], [0.1, 0.2, -0.3], [0.0, 0.0, 0.1], [-0.1, 0.1, 0.2], [-0.1, -0.1, 0.0], [-0.1, 0.0, 0.0], [0.0, 0.1, 0.0], [0.0, -0.1, 0.5], [0.1, -0.1, -0.1], [0.6, -0.1, 0.0], [-0.4, 0.2, -0.3], [-0.2, -0.3, 0.0], [0.1, -0.1, -0.1], [-0.1, 0.0, 0.0]], "homo_lumo_gap_ev": 6.5, "molar_mass_g_mol": 1076.15, "total_charge": 0, "e_homo_ev": -6.70, "de_lowest_ev": 2.023, "multiplicity": 1}

=====

{"formula": "C18H27F2N2O9", "method": "the ωB97M-V functional and the def2-TZVPD basis", "symbols": ["H", "H", "H", "O", "N", "C", "H", "C", "H", "C", "H", "H", "H", "H", "H", "C", "C", "H", "H", "C", "H", "C", "C", "N", "H", "O", "O", "C", "H", "H", "H", "C", "C", "H", "F", "H", "H", "C", "C", "O", "C", "O", "C", "H", "H", "O", "C", "O", "H", "C", "H", "H", "C", "H", "O", "H", "O", "F"], "positions_angstrom": [[1.205, -1.887, -0.401], [-0.741, -3.421, 5.888], [-2.173, 1.742, 3.969], [-2.171, -1.933, 5.801], [1.360, 2.518, -4.096], [-0.666, -2.310, -1.438], [7.744, 0.739, -4.477], [0.879, 3.187, -2.945], [-1.632, -3.309, 4.359], [6.108, 2.017, -4.956], [-2.841, -5.139, 5.441], [8.073, 2.442, -4.156], [-1.537, -0.951, 0.043], [-2.673, -2.178, -0.543], [-3.293, 3.103, 3.776], [-4.231, 1.127, 3.573], [-3.504, -1.924, 5.993], [1.178, -3.478, -1.180], [5.587, 1.652, -4.067], [-3.060, 2.096, 3.440], [-3.295, -0.655, 2.717], [0.574, -2.737, -0.663], [0.771, 1.259, -4.216], [2.782, 2.244, -4.138], [3.668, 2.583, -6.048], [0.077, -3.329, 0.564], [-3.000, 0.789, 0.267], [-4.048, -3.335, 5.857], [4.649, 3.578, -3.491], [4.567, 4.890, -4.664], [-4.509, -3.425, 4.872], [-1.720, -3.258, 5.446], [-2.793, -4.198, 5.984], [5.693, 1.454, -5.799], [0.409, 1.011, -5.491], [-0.471, -1.488, -2.125], [-1.056, -3.151, -2.014], [-1.633, -1.978, -0.301], [-3.215, 1.029, 1.419], [-1.770, -3.161, 1.814], [7.593, 1.754, -4.849], [-0.133, 3.820, -2.885], [4.640, 3.807, -4.561], [-4.285, 0.655, 4.552], [-4.791, -3.529, 6.625], [5.872, 3.399, -5.143], [-1.168, -2.884, 0.810], [0.604, 0.420, -3.379], [8.096, 1.820, -5.813], [3.384, 3.127, -5.136], [-5.169, 1.656, 3.396], [2.662, 3.903, -5.408], [-3.958, 0.161, 2.421], [-4.857, -0.249, 1.971], [-2.759, 2.143, 2.034], [-2.601, -4.421, 7.035], [-4.117, -0.918, 6.211], [1.696, 3.125, -1.890]], "forces_ev_per_angstrom": [[0.0, 0.0, 0.0], [0.0, 0.1, 0.1], [0.0, 0.0, 0.0], [0.0, 0.0, 0.1], [-0.3, 0.1, 1.0], [-0.1, 0.0, 0.1], [0.1, 0.0, 0.0], [-0.2, 0.4, -0.4], [0.0, 0.0, 0.0], [-0.1, 0.0, -0.1], [0.0, 0.0, -0.1], [0.0, 0.1, 0.1], [-0.1, 0.1, -0.1], [-0.1, 0.2, 0.1], [0.0, 0.0, -0.1], [0.0, -0.1, 0.0], [0.0, -0.2, -0.2], [0.0, -0.1, 0.1], [0.0, 0.1, 0.1], [-0.1, 0.0, 0.1], [0.0, -0.1, -0.1], [0.0, 0.1, -0.2], [0.4, -0.2, -0.2], [0.1, -0.2, -0.2], [0.1, 0.2, -0.2], [0.0, -0.1, 0.0], [-0.1, 0.2, -0.1], [0.3, -0.1, 0.2], [0.0, 0.0, 0.1], [0.3, 0.1, -0.2], [0.0, 0.0, 0.0], [0.1, -0.1, -0.2], [-0.1, 0.1, 0.0], [0.0, -0.1, 0.0], [0.1, -0.2, -0.1], [0.1, 0.0, 0.1], [0.0, 0.0, 0.0], [0.3, -0.4, -0.4], [0.1, -0.3, 0.1], [0.0, -0.2, 0.3], [0.1, -0.3, 0.0], [0.3, -0.4, 0.1], [-0.3, -0.1, 0.1], [0.1, 0.0, -0.1], [-0.1, 0.1, -0.1], [0.1, 0.1, 0.0], [-0.2, 0.4, 0.0], [-0.3, 0.2, -0.1], [0.0, 0.2, 0.0], [-0.4, -0.2, 0.5], [0.0, 0.0, 0.0], [0.0, 0.1, -0.3], [-0.1, 0.3, 0.2], [0.1, -0.1, -0.1], [0.0, 0.1, 0.0], [0.0, 0.0, 0.0], [0.0, 0.1, 0.1], [0.1, 0.2, 0.0]], "homo_lumo_gap_ev": 5.4, "molar_mass_g_mol": 453.41, "total_charge": -1, "e_homo_ev": -3.28, "multiplicity": 1}

=====

{"formula": "C2H8N3O2", "method": "the ωB97M-V functional and the def2-TZVPD basis", "symbols": ["H", "C", "O", "H", "H", "C", "N", "O", "H", "H", "H", "H", "N", "N", "H"], "positions_angstrom": [[-1.775, -0.172, 0.519], [0.521, 1.515, -1.347], [0.957, -2.075, 1.189], [1.577, 1.544, -1.252], [1.008, -2.728, 1.911], [-1.308, -0.240, -0.506], [0.964, -0.046, 0.237], [0.788, 0.100, 2.352], [0.257, 1.509, -2.413], [-1.206, -1.238, -0.757], [0.213, 2.481, -1.057], [-0.537, -0.679, 1.334], [0.502, -0.669, 1.477], [0.060, 0.513, -0.463], [-2.020, 0.184, -1.224]], "forces_ev_per_angstrom": [[0.1, 0.2, -1.2], [0.6, 1.1, -1.9], [0.4, 0.7, -0.6], [1.0, -0.2, 0.0], [-0.3, 0.9, 0.7], [-1.0, 3.2, 1.2], [0.5, 2.8, -2.2], [2.2, 0.7, 2.1], [-0.3, -1.1, 0.4], [1.0, -2.0, -0.5], [-0.8, 1.1, 1.0], [0.7, -1.3, 0.6], [-4.3, -2.0, -1.4], [-0.3, -4.6, 1.6], [0.6, 0.5, 0.3]], "homo_lumo_gap_ev": 8.9, "molar_mass_g_mol": 106.10, "total_charge": 1, "e_homo_ev": -15.36, "smiles": "C[N+](C)=N[N@H+]([O-])O", "de_lowest_ev": 9.533, "multiplicity": 1}